Record 1
Density functional theory data (ωB97M-V with the def2-TZVPD basis set) for a cluster of 2 separate species, C5H14NP in total.

Computed properties:
energy above the lowest of the compared OMol25 structures with the same formula, charge and spin	112.1	kcal/mol
charge	0
lowest unoccupied orbital energy	-0.554	eV

```
21
Properties=species:S:1:pos:R:3:nbo_charge:R:1
C -3.263 -0.258 -0.032 -0.68
C 2.531 -1.156 -0.045 -0.98
C 0.943 0.942 1.310 -0.98
C 0.896 0.566 -1.703 -0.99
C -2.065 0.232 0.710 -0.09
N -0.180 -1.488 0.025 -1.14
P 0.873 -0.377 -0.068 1.68
H -3.129 -0.091 -1.164 0.24
H -3.474 -1.256 0.120 0.24
H -4.049 0.350 0.415 0.23
H 3.379 -0.449 -0.262 0.23
H 2.697 -1.420 0.951 0.23
H 2.434 -2.016 -0.581 0.24
H 1.964 1.240 1.226 0.23
H 0.432 1.849 0.839 0.23
H 0.753 0.595 2.302 0.24
H 0.522 -0.373 -2.228 0.25
H 0.180 1.291 -1.741 0.22
H 1.810 0.767 -2.187 0.23
H -1.675 -0.025 1.674 0.21
H -1.578 1.077 0.439 0.16
```

Record 2
Density functional theory data (ωB97M-V with the def2-TZVPD basis set) for a cluster of 2 separate species, C5H14 in total.

Computed properties:
energy above the lowest of the compared OMol25 structures with the same formula, charge and spin	7.3	kcal/mol
structure (SMILES)	CCC.CC
charge	0
lowest unoccupied orbital energy	1.170	eV

```
19
Properties=species:S:1:pos:R:3:nbo_charge:R:1
C -1.868 0.016 -0.458 -0.60
C -1.313 0.960 -1.537 -0.40
C -0.150 1.804 -0.986 -0.61
H -2.724 -0.534 -0.852 0.21
H -1.081 -0.695 -0.194 0.20
H -2.141 0.578 0.436 0.20
H -2.113 1.641 -1.824 0.19
H -1.005 0.434 -2.434 0.20
H -0.529 2.784 -0.709 0.21
H 0.603 2.025 -1.752 0.21
H 0.344 1.358 -0.124 0.20
C 1.030 -1.177 1.915 -0.62
C 2.003 -1.382 0.720 -0.62
H 1.523 -0.937 2.852 0.21
H 0.295 -0.414 1.680 0.21
H 0.537 -2.132 2.128 0.20
H 3.039 -1.096 0.892 0.21
H 1.667 -0.812 -0.158 0.20
H 1.882 -2.420 0.406 0.21
```